w | A cluster of 4 separate species, C4H13N3 in total, computed with the ωB97M-V functional and the def2-TZVPD basis.

Each line ends with the natural charge from an NBO analysis.
Geometry (Å):
C -1.826 -0.286 -1.089  0.365
C 0.856 -0.227 0.457  0.336
C 2.235 -0.861 0.577  -0.676
C 0.776 1.173 1.033  -0.672
N -0.222 -0.951 0.649  -0.751
N -1.179 0.543 -1.862  -0.755
N -2.845 0.037 -0.237  -0.804
H -0.034 -1.941 0.481  0.324
H -1.719 -1.342 -1.296  0.179
H 0.997 0.151 -1.331  -0.184
H -2.963 -0.616 0.525  0.397
H 0.211 0.303 -1.815  0.212
H -1.403 1.518 -1.668  0.346
H -2.856 0.993 0.093  0.375
H 3.009 -0.190 0.204  0.219
H 2.261 -1.822 0.061  0.217
H 2.462 -1.063 1.628  0.221
H 1.064 1.171 2.088  0.225
H -0.247 1.551 1.019  0.212
H 1.423 1.858 0.484  0.216

## Properties
E_HOMO in eV: -8.281
HOMO-LUMO gap in eV: 9.37
E_LUMO in eV: 1.09

***

x | The molecule C4H13N3, computed with the ωB97M-V functional and the def2-TZVPD basis.

Each line ends with the natural charge from an NBO analysis.
Geometry (Å):
C 2.372 0.067 -0.724  -0.607
C 0.943 -0.287 -1.130  -0.048
N 0.848 -1.417 -2.033  -0.866
C 0.118 -0.554 0.127  -0.209
N -0.241 0.688 0.814  -0.686
C -1.323 0.599 1.772  -0.044
N -2.700 0.873 1.414  -0.853
H 2.956 0.214 -1.633  0.202
H 2.276 0.978 -0.136  0.216
H 2.799 -0.661 -0.030  0.210
H 0.671 0.622 -1.688  0.154
H 0.048 -1.704 -2.566  0.379
H 1.670 -1.406 -2.621  0.357
H -0.763 -1.101 -0.219  0.162
H 0.631 -1.266 0.784  0.182
H 0.089 1.426 0.215  0.373
H -1.044 1.090 2.700  0.182
H -1.391 -0.484 1.871  0.183
H -2.897 1.838 1.190  0.353
H -3.136 0.277 0.730  0.361

## Properties
E_HOMO in eV: -8.307
HOMO-LUMO gap in eV: 9.38
SMILES: C[C@@H](N)CNCN
E_LUMO in eV: 1.07

***

Stability, highest: x

***

w | A cluster of 2 separate species, C4H13N3 in total, computed with the ωB97M-V functional and the def2-TZVPD basis.

Each line ends with the natural charge from an NBO analysis.
Geometry (Å):
C -0.530 -0.305 -1.869  -0.469
N 0.804 -0.003 -1.378  -0.143
N 1.656 0.689 -2.297  -0.689
N 0.685 0.775 -0.194  -0.643
H -0.448 -1.062 -2.649  0.201
H -1.022 0.593 -2.284  0.153
H -1.085 -0.715 -0.892  0.261
H 1.112 1.269 -2.944  0.322
H 2.158 -0.008 -2.839  0.356
H 0.220 1.670 -0.383  0.324
H 1.625 0.962 0.142  0.366
C -1.407 -1.112 1.030  -0.541
C -0.214 -0.661 1.528  -0.066
C -0.121 0.319 2.659  -0.647
H -2.324 -0.658 1.385  0.190
H -1.492 -2.132 0.685  0.206
H 0.636 -1.332 1.460  0.190
H 0.146 -0.196 3.583  0.221
H 0.664 1.052 2.460  0.202
H -1.061 0.854 2.798  0.208

## Properties
E_HOMO in eV: -7.945
HOMO-LUMO gap in eV: 9.11
SMILES: CN(N)N.C=CC
E_LUMO in eV: 1.16

***

x | The molecule C4H13N3, computed with the ωB97M-V functional and the def2-TZVPD basis.

Each line ends with the natural charge from an NBO analysis.
Geometry (Å):
C -1.227 -0.764 -0.033  -0.640
C 0.321 -0.477 -0.146  -0.053
C 1.038 -1.253 0.950  -0.234
N 1.139 -2.707 0.691  -0.820
N 0.685 0.955 0.042  -0.617
C 0.084 1.778 -0.996  -0.060
N -0.520 3.057 -0.421  -0.819
H -1.375 -1.777 0.322  0.212
H -1.615 -0.061 0.703  0.197
H -1.573 -0.525 -1.036  0.211
H 0.602 -0.720 -1.171  0.185
H 0.586 -1.179 1.934  0.189
H 2.063 -0.880 1.012  0.204
H 0.276 -3.202 0.874  0.346
H 1.292 -2.815 -0.303  0.344
H 0.220 1.114 0.936  0.335
H -0.788 1.401 -1.530  0.154
H 0.888 2.121 -1.633  0.184
H -0.623 2.839 0.566  0.336
H -1.473 3.096 -0.761  0.346

## Properties
E_HOMO in eV: -9.187
HOMO-LUMO gap in eV: 10.14
SMILES: C[C@H](CN)NCN
E_LUMO in eV: 0.95

***

Stability, highest: x